Record 1
13
Properties=species:S:1:pos:R:3:forces:R:3:nbo_charge:R:1 method="wB97M-V/def2-TZVPD" s_squared=0.762 e_above_lowest_kcal_mol=80.95 multiplicity=2 lumo_ev="-6.909 / -10.647" charge=+1 orbital_gap_ev="6.23 / 2.50" e_homo_ev="-13.143 / -13.143"
C -2.97739 2.36562 1.21041 -2.5 -1.2 -0.4 -0.6002
C -3.49620 1.89134 -0.12033 -1.3 -0.7 -0.3 -0.5918
H -2.52615 1.54353 1.69801 0.8 -0.7 0.7 0.1944
H -3.89558 2.57988 1.72984 0.1 0.6 1.0 0.2039
H -2.35041 3.18220 1.09977 1.2 1.6 0.1 0.2009
H -4.12966 0.95398 -0.00034 1.0 0.9 -0.2 0.1985
H -4.17979 2.62083 -0.59734 0.6 -0.2 0.1 0.2040
H -2.63640 1.72298 -0.73147 0.2 -0.4 -1.0 0.1904
C 5.55593 -3.40075 -1.06432 -2.5 -0.4 2.0 0.0359
N 4.80499 -3.52281 -0.03767 4.0 0.2 -5.1 -0.0565
H 6.52691 -3.71437 -1.02642 3.1 -0.9 0.6 0.2692
H 5.37424 -3.09279 -2.13668 -1.1 0.1 1.0 0.3297
H 3.92951 -3.12964 -0.02345 -3.5 1.1 1.6 0.4217


Record 2
14
Properties=species:S:1:pos:R:3:forces:R:3:nbo_charge:R:1 method="wB97M-V/def2-TZVPD" e_above_lowest_kcal_mol=45.32 lumo_ev=-5.127 charge=+1 orbital_gap_ev=9.81 e_homo_ev=-14.933
C -0.60844 2.09181 -1.80990 -0.2 0.0 -1.6 -0.2124
C 0.23177 1.06883 -1.50779 -1.4 0.9 1.7 -0.3342
C -0.13265 0.17222 -0.36270 0.5 0.2 -5.0 0.2942
N 0.17304 -1.08402 -0.39869 0.6 -0.3 2.0 -0.6332
N 0.28975 -1.21356 2.36348 1.0 -0.8 2.3 -1.1204
H -0.42058 2.74874 -2.74324 -0.2 -1.1 1.8 0.2482
H -1.62512 2.21786 -1.36337 1.2 0.0 0.0 0.2210
H 1.14955 0.96402 -2.03831 0.5 -0.4 -0.3 0.2440
H -0.94814 0.54420 0.19116 -0.4 0.0 1.7 0.2308
H 0.83220 -1.52728 -1.07719 -0.7 0.8 0.8 0.4424
H 0.00029 -1.53373 0.55489 0.3 0.4 -1.6 0.4564
H 0.05811 -2.20704 2.15191 -0.3 0.7 1.0 0.3627
H 1.24163 -1.35044 2.81188 -1.1 0.4 -1.0 0.3943
H -0.24141 -0.89161 3.22786 0.3 -0.8 -1.7 0.4063


Record 3
14
Properties=species:S:1:pos:R:3:forces:R:3:nbo_charge:R:1 method="wB97M-V/def2-TZVPD" e_above_lowest_kcal_mol=179.72 lumo_ev=-9.285 charge=+1 orbital_gap_ev=5.79 e_homo_ev=-15.078
C 1.60203 -0.26999 0.68104 -0.3 -0.1 1.0 -0.6173
C 0.78052 0.61472 -0.30780 1.1 0.1 1.4 -0.3138
N -1.55334 -0.05507 1.06118 -0.9 -2.6 -0.6 -0.2147
C -1.69321 -0.34829 -0.20758 0.0 2.5 -1.9 -0.1732
N 0.01747 -0.35949 -1.04836 0.4 -0.3 0.5 -0.2463
H 2.19213 -0.92654 0.03849 0.0 -0.2 0.4 0.2301
H 0.94369 -0.89379 1.39892 1.1 1.1 -1.3 0.2409
H 2.31420 0.34705 1.28505 -0.7 -0.4 -0.5 0.2534
H 1.48468 1.12897 -1.01331 -0.8 -0.1 0.4 0.2543
H 0.13276 1.33186 0.25304 1.2 -0.1 -1.0 0.2475
H -1.70530 -1.37453 -0.54587 0.7 -1.0 0.3 0.3653
H -2.34522 0.47655 1.41888 0.2 1.3 -0.1 0.3893
H -2.09873 0.32494 -1.00682 -1.2 -0.4 1.4 0.2079
H -0.07168 0.00361 -2.00686 -0.9 0.0 0.0 0.3767


Record 4
14
Properties=species:S:1:pos:R:3:forces:R:3:nbo_charge:R:1 method="wB97M-V/def2-TZVPD" e_above_lowest_kcal_mol=24.36 lumo_ev=-4.055 charge=+1 orbital_gap_ev=11.04 e_homo_ev=-15.094
C -1.02840 -1.67715 0.34189 0.2 -0.1 0.5 -0.7109
C -1.11397 -1.17806 -1.02343 -0.3 -0.1 -0.5 0.3165
C 1.94037 1.66428 0.65649 -0.1 0.1 0.1 0.0588
N 0.73495 1.52160 0.30806 -0.5 0.1 0.0 -0.6840
N -0.77405 0.00513 -1.35299 0.7 0.2 0.0 -0.6229
H -0.29903 -2.48857 0.38830 0.1 -0.1 -0.1 0.2801
H -1.97923 -2.12889 0.62420 -0.1 0.0 0.0 0.2784
H -1.50271 -1.85688 -1.78009 0.0 0.2 -0.1 0.2221
H 2.27501 2.41328 1.37042 0.0 0.1 0.0 0.1893
H 2.68507 1.00130 0.23928 0.2 -0.1 -0.1 0.1845
H 0.07995 2.18080 0.73637 0.4 0.1 0.2 0.3724
H -0.74928 -0.90329 1.04843 0.0 0.0 0.1 0.2464
H -0.18443 0.62414 -0.67247 -0.2 -0.2 -0.2 0.4431
H -0.80946 0.31850 -2.31957 -0.2 -0.2 0.1 0.4262


Copy entry 2 word for word.
14
Properties=species:S:1:pos:R:3:forces:R:3:nbo_charge:R:1 method="wB97M-V/def2-TZVPD" e_above_lowest_kcal_mol=45.32 lumo_ev=-5.127 charge=+1 orbital_gap_ev=9.81 e_homo_ev=-14.933
C -0.60844 2.09181 -1.80990 -0.2 0.0 -1.6 -0.2124
C 0.23177 1.06883 -1.50779 -1.4 0.9 1.7 -0.3342
C -0.13265 0.17222 -0.36270 0.5 0.2 -5.0 0.2942
N 0.17304 -1.08402 -0.39869 0.6 -0.3 2.0 -0.6332
N 0.28975 -1.21356 2.36348 1.0 -0.8 2.3 -1.1204
H -0.42058 2.74874 -2.74324 -0.2 -1.1 1.8 0.2482
H -1.62512 2.21786 -1.36337 1.2 0.0 0.0 0.2210
H 1.14955 0.96402 -2.03831 0.5 -0.4 -0.3 0.2440
H -0.94814 0.54420 0.19116 -0.4 0.0 1.7 0.2308
H 0.83220 -1.52728 -1.07719 -0.7 0.8 0.8 0.4424
H 0.00029 -1.53373 0.55489 0.3 0.4 -1.6 0.4564
H 0.05811 -2.20704 2.15191 -0.3 0.7 1.0 0.3627
H 1.24163 -1.35044 2.81188 -1.1 0.4 -1.0 0.3943
H -0.24141 -0.89161 3.22786 0.3 -0.8 -1.7 0.4063